Below is a 4-piece molecular cluster, C44H26F5O10P overall, with properties calculated with ωB97M-V/def2-TZVPD.

```
! wB97M-V def2-TZVPD RIJCOSX def2/J DEFGRID3
* xyz 0 1
O -5.92970 -2.57759 -1.07807
C -4.71523 -2.64476 -1.07361
C -3.89006 -1.45442 -0.74147
C -4.52146 -0.26210 -0.41166
C -3.76565 0.84454 -0.06713
C -2.37710 0.76473 -0.04734
C -1.74170 -0.41621 -0.38939
C -2.49495 -1.52658 -0.74460
C -1.79459 -2.78296 -1.12765
O -0.58543 -2.82339 -1.18110
C -2.62381 -3.98339 -1.43712
C -1.99506 -5.17706 -1.76144
C -2.75044 -6.30550 -2.02820
C -4.13884 -6.24677 -1.97215
C -4.77134 -5.05682 -1.66006
C -4.01831 -3.92032 -1.39526
H -5.60101 -0.20704 -0.42305
H -4.25810 1.77165 0.19290
H -1.78940 1.62719 0.23589
H -0.66294 -0.48299 -0.37592
H -0.91612 -5.21671 -1.80044
H -2.25836 -7.23556 -2.27836
H -4.72654 -7.13185 -2.17413
H -5.84978 -5.00444 -1.61860
O 10.55378 0.36483 8.22203
C 9.99670 0.83239 7.25198
C 10.00758 2.30057 6.99527
C 10.68691 3.13538 7.87239
C 10.73350 4.49713 7.63259
C 10.10259 5.03206 6.51436
C 9.41354 4.20659 5.64383
C 9.35904 2.83981 5.88205
C 8.59787 1.96865 4.94255
O 7.99365 2.44234 4.00388
C 8.60459 0.49904 5.18766
C 7.93058 -0.33545 4.30662
C 7.94747 -1.70460 4.50292
C 8.63909 -2.24740 5.58089
C 9.30370 -1.41964 6.46825
C 9.28661 -0.04427 6.27856
H 11.17832 2.71297 8.73697
H 11.26523 5.14563 8.31552
H 10.14852 6.09574 6.32429
H 8.91655 4.61642 4.77640
H 7.39729 0.09012 3.47124
H 7.42264 -2.35283 3.81397
H 8.65659 -3.31866 5.72846
H 9.83903 -1.83504 7.30985
O -11.00460 2.56003 -4.42575
C -9.87525 2.19728 -4.67996
C -9.22977 1.09574 -3.91447
C -9.94547 0.46053 -2.90816
C -9.37070 -0.58598 -2.20757
C -8.07818 -1.00824 -2.50729
C -7.35793 -0.36768 -3.50080
C -7.92506 0.68673 -4.20444
C -7.12480 1.37179 -5.25718
O -5.97500 1.05362 -5.47639
C -7.77830 2.46043 -6.03894
C -7.06400 3.09050 -7.04917
C -7.66324 4.08494 -7.80159
C -8.98005 4.45476 -7.54853
C -9.69289 3.83755 -6.53621
C -9.09534 2.84160 -5.77534
H -10.95002 0.78821 -2.68146
H -9.93067 -1.07958 -1.42456
H -7.63122 -1.83041 -1.96823
H -6.35097 -0.68465 -3.73493
H -6.04264 2.79575 -7.24261
H -7.10609 4.57291 -8.58982
H -9.44872 5.22741 -8.14279
H -10.71484 4.12294 -6.33219
O 1.61150 -1.31516 1.48775
P 2.56281 -0.91719 0.46938
O 2.06274 0.33538 -0.35780
O 2.81329 -1.99710 -0.64482
O 3.99746 -0.41279 1.08834
C 5.19779 -0.86065 0.62632
F 6.12491 -0.51661 1.53662
F 5.22728 -2.19589 0.50660
C 5.65758 -0.18496 -0.69172
F 5.95135 1.09513 -0.44161
F 6.73418 -0.82493 -1.16030
F 4.69476 -0.21646 -1.62347
H 2.75761 0.61989 -0.96304
H 3.13703 -2.82829 -0.28848
*
```

As for the electronic energy: -3285.63613 a.u. Its SMILES is O=C1c2ccccc2C(=O)c2ccccc21.O=C1c2ccccc2C(=O)c2ccccc21.O=C1c2ccccc2C(=O)c2ccccc21.O=P(O)(O)OC(F)(F)C(F)(F)F. For the LUMO energy, the calculation gives -0.9775 eV. The HOMO-LUMO gap comes out at 8.606 eV. For the highest occupied orbital energy, the calculation gives -0.352 Eh.



Below is C44H30Cl2F9N4O3P2RuSe2 as an isolated structure, with properties calculated with ωB97M-V/def2-TZVPD.

```
! wB97M-V def2-TZVPD RIJCOSX def2/J DEFGRID3
* xyz 1 5
Ru 0.94240 -0.41610 -2.61833
Se 3.64980 1.27195 3.06802
P 1.70931 0.47203 3.13293
C 0.52512 1.66803 3.81136
C 0.80397 3.02414 3.65412
C -0.04379 3.97961 4.19305
C -1.17679 3.58751 4.89310
C -1.45366 2.23718 5.06674
C -0.60206 1.27512 4.53516
C 1.53255 -1.02517 4.12573
C 2.49649 -1.26622 5.09494
C 2.36539 -2.35768 5.94462
C 1.27489 -3.20440 5.82802
C 0.31005 -2.97029 4.85433
C 0.43497 -1.88385 4.00555
C 1.20244 -0.05744 1.44672
C 0.92369 0.56252 0.24996
N 0.87605 -0.46046 -0.67023
N 1.09603 -1.62994 -0.06776
N 1.27594 -1.40644 1.18839
P 0.72295 2.23358 -0.30895
Se 0.77360 2.29671 -2.53286
C -0.73963 3.03213 0.29129
C -1.06596 4.28720 -0.23138
C -2.24242 4.90008 0.16731
C -3.08573 4.25593 1.06724
C -2.75610 3.00763 1.57529
C -1.58293 2.38303 1.18479
C 2.19813 3.12268 0.12711
C 2.16384 4.35937 0.77187
C 3.35637 4.99911 1.06088
C 4.56685 4.42095 0.69409
C 4.59763 3.20033 0.03436
C 3.41523 2.54449 -0.25103
H 1.71426 3.31842 3.14527
H 0.18719 5.03278 4.08004
H -1.83516 4.33398 5.32230
H -2.32165 1.92805 5.63612
H -0.80285 0.22725 4.71288
H 3.34978 -0.60539 5.17581
H 3.12118 -2.54359 6.69720
H 1.17575 -4.05416 6.49214
H -0.53871 -3.63596 4.75442
H -0.31431 -1.71845 3.24141
H -0.42162 4.77217 -0.95629
H -2.50776 5.86906 -0.23437
H -4.01615 4.72682 1.36048
H -3.41575 2.51061 2.27373
H -1.34544 1.39165 1.54962
H 1.22166 4.81321 1.04956
H 3.34157 5.95119 1.57584
H 5.49414 4.92839 0.92829
H 5.54222 2.74932 -0.24306
H 3.43989 1.58770 -0.76050
F 5.62299 -1.63046 -4.25426
C 4.99073 -1.12203 -3.20081
F 4.69175 -2.10278 -2.36013
F 5.79961 -0.26525 -2.58250
C 3.67272 -0.39315 -3.64125
O 2.86293 -0.20692 -2.52818
C 4.02211 0.98641 -4.27902
F 4.90659 0.85303 -5.25535
F 2.91659 1.56094 -4.78945
F 4.49509 1.81431 -3.35348
C 2.90895 -1.29275 -4.65184
F 1.67102 -0.66009 -4.85013
F 3.45224 -1.49895 -5.81290
F 2.60377 -2.45535 -4.08352
Cl -0.12474 -4.02546 -3.28781
C -1.64635 -4.82411 -3.59975
C -1.61253 -6.07030 -4.19536
C -2.79846 -6.75441 -4.40258
C -3.99257 -6.17125 -4.01481
C -4.00439 -4.91033 -3.43756
Cl -5.55271 -4.19898 -3.12114
C -2.82587 -4.19999 -3.20343
N -2.77915 -2.89790 -2.71040
C -3.48530 -2.39716 -1.59818
C -3.92505 -3.23873 -0.58234
C -4.61737 -2.74183 0.51084
C -4.86816 -1.37701 0.61158
C -4.40422 -0.54643 -0.39444
C -3.71267 -1.04690 -1.49884
C -3.26355 -0.09335 -2.57352
C -1.82307 0.25343 -2.42053
O -1.47290 1.28659 -1.83603
O -0.96389 -0.58842 -2.95909
H -0.66156 -6.50017 -4.47858
H -2.79329 -7.73014 -4.87096
H -4.93543 -6.67579 -4.17942
H -2.00545 -2.34288 -3.03261
H -3.69270 -4.29593 -0.64634
H -4.94768 -3.41886 1.28929
H -5.41091 -0.97084 1.45652
H -4.58476 0.52258 -0.33522
H -3.80521 0.84081 -2.46107
H -3.44000 -0.49960 -3.57270
*
```

As for the electronic energy: -9538.91742 a.u. For the LUMO energy (alpha / beta), the calculation gives -3.6129 / -5.7108 eV. The HOMO-LUMO gap (alpha / beta) comes out at 6.456 / 4.357 eV. For the highest occupied orbital energy (alpha / beta), the calculation gives -0.370 / -0.370 Eh.



Below is C44H31AsF2NPd as an isolated structure, with properties calculated with ωB97M-V/def2-TZVPD.

```
! wB97M-V def2-TZVPD RIJCOSX def2/J DEFGRID3
* xyz 1 1
Pd -0.25146 -1.04275 0.40764
F -1.95138 -0.01504 5.37331
C -1.34028 -0.86813 4.53355
C -1.30055 -0.54902 3.19050
C -0.68763 -1.41573 2.29772
C -0.08125 -2.59208 2.79738
C -0.15434 -2.85374 4.16287
F 0.42240 -3.96079 4.66397
C -0.78449 -2.01560 5.05884
C 0.63118 -3.42961 1.81983
C 1.12463 -4.71783 2.01528
C 1.71366 -5.39195 0.96188
C 1.79800 -4.78650 -0.28314
C 1.30437 -3.50655 -0.41437
N 0.76017 -2.83726 0.60708
H -1.73222 0.38902 2.87156
H -0.82571 -2.24349 6.11329
H 1.02368 -5.18464 2.97998
H 2.09195 -6.39468 1.10945
H 2.23420 -5.28734 -1.13485
H 1.34387 -2.97833 -1.35704
C 5.69507 -1.21426 -2.38740
C 5.00859 -0.31960 -3.19395
C 3.72090 0.07796 -2.86074
C 3.11197 -0.41932 -1.71247
C 3.80205 -1.32594 -0.91086
C 5.09103 -1.71563 -1.24389
As 1.32048 0.14010 -1.21235
C 1.67777 1.42907 0.20873
C 2.71482 1.21618 1.11198
C 2.85349 2.03258 2.22597
C 1.96060 3.07046 2.44660
C 0.93423 3.29841 1.54113
C 0.79257 2.48091 0.43059
C 0.76373 1.27633 -2.66984
C -0.14538 0.75555 -3.58588
C -0.53670 1.50874 -4.68488
C -0.03825 2.79181 -4.85613
C 0.85430 3.32191 -3.93213
C 1.26191 2.56494 -2.84387
H 6.69889 -1.52066 -2.64946
H 5.47278 0.07346 -4.08873
H 3.19755 0.77190 -3.50432
H 3.35264 -1.72096 -0.00821
H 5.62091 -2.41160 -0.60674
H 3.42928 0.41855 0.95255
H 3.66381 1.85811 2.92153
H 2.06973 3.70373 3.31685
H 0.24020 4.11464 1.69664
H -0.01739 2.66366 -0.26539
H -0.54039 -0.24510 -3.45295
H -1.22404 1.08860 -5.40738
H -0.33920 3.38133 -5.71272
H 1.24416 4.32230 -4.06701
H 1.96613 2.97750 -2.13128
C -1.58660 0.35515 0.29319
C -2.42807 1.25260 0.20987
C -3.42937 2.19261 0.22374
C -3.76022 2.92560 -0.98481
C -2.78172 3.13707 -1.96686
C -3.09427 3.84626 -3.10930
C -4.38872 4.31415 -3.30604
C -5.37495 4.07876 -2.35647
C -5.06323 3.39953 -1.19487
C -4.12797 2.44957 1.47414
C -4.30804 1.41310 2.40048
C -4.93381 1.65632 3.60617
C -5.36760 2.94144 3.91326
C -5.18510 3.98061 3.00921
C -4.57968 3.73910 1.79050
H -1.77788 2.76222 -1.80782
H -2.33164 4.03500 -3.85135
H -4.63175 4.85912 -4.20868
H -6.38537 4.42466 -2.52559
H -5.83394 3.19791 -0.46343
H -3.98108 0.41453 2.14383
H -5.08142 0.84906 4.31007
H -5.84832 3.13475 4.86302
H -5.50981 4.98115 3.26005
H -4.41022 4.55411 1.09995
*
```

As for the electronic energy: -4313.16950 a.u. For the LUMO energy, the calculation gives -4.5838 eV. The HOMO-LUMO gap comes out at 6.291 eV. For the highest occupied orbital energy, the calculation gives -0.400 Eh.



Here are the calculated energy above the lowest of the compared OMol25 structures with the same formula, charge and spin numbers, same order: 0.00 62.82 30.14 (kJ/mol).